# 1
Here is C49H39InN14O4S as an isolated structure in a non-equilibrium geometry from the OMol25 dataset. Energies are from wB97M-V/def2-TZVPD.

```
! wB97M-V def2-TZVPD RIJCOSX def2/J DEFGRID3
* xyz 0 1
C -5.12570 1.45294 -1.51651
C 4.47242 0.61510 2.70786
H -1.58802 6.11867 5.61095
O -0.06125 4.94425 5.03285
C -2.46804 -3.62555 1.21963
N 0.49114 -0.03369 -2.10300
C 2.57717 -4.13500 -0.33274
O -2.62732 0.44040 1.48062
H -2.86767 -3.98200 2.15486
H 1.61949 4.02948 3.02354
S 0.30344 -0.97511 2.53073
H -3.57176 1.21536 -3.17829
N 0.55387 2.28322 -2.51978
N 1.65855 -2.07978 -0.48943
C -1.56383 3.55920 4.17753
H -5.40476 2.32002 -0.90490
H 0.76495 5.14523 -2.91753
C 1.81923 4.02973 -1.43876
C 2.94360 -6.49312 -0.57806
C -1.63546 1.10116 1.20173
H -3.94343 2.87480 -2.67452
C 2.61848 -2.78345 0.11457
H 0.51949 -5.33781 0.87595
C -1.11224 2.16683 2.20775
C 2.86236 3.94814 -0.53038
H -6.46011 2.14269 -3.12375
H 4.76942 -2.59941 3.75805
N -4.62598 -2.98390 -1.91029
H -1.98649 -1.36539 -6.90823
H 0.70406 2.40967 1.30935
N -5.33352 -2.01615 -1.41219
C 0.22111 1.01631 -2.78348
C 5.86462 0.52528 4.59746
C 1.47449 5.16964 -2.08424
N -1.69360 -2.41261 1.50825
N 0.22856 -3.60189 1.93188
C 1.24536 -5.39024 -1.98956
N -4.44324 -1.01002 -1.07190
C -0.25749 4.02041 4.04490
N 3.63907 2.37097 1.04002
In 1.11694 0.02442 0.11654
H -2.10810 -5.59803 0.43967
C -0.52825 0.65397 -3.97243
C 2.22978 6.27365 -1.70132
H -5.98815 0.35622 -3.17860
C -0.83595 1.36933 -5.15591
H -0.54523 -5.51860 2.24446
H -1.30605 -2.53022 -4.88686
H 6.36852 1.04953 5.44745
N 1.86634 1.96960 -0.54695
C -0.42431 -2.46467 1.96308
N 3.36922 -2.32698 1.11789
C -1.22696 5.15326 5.73624
C 3.42841 -1.15469 1.58791
C -6.25451 1.23026 -2.53100
C 0.65426 3.59873 3.10085
H -4.60169 0.54078 0.41422
H -2.96384 2.20532 3.31228
H 3.89736 7.10519 -0.57769
O -0.92816 0.92068 0.16100
C -3.25072 -1.40753 -1.45751
C -0.31117 -4.84371 1.44159
H 3.31615 -7.44331 -0.18486
H -1.26914 -4.26758 -0.51204
H 0.49325 -5.61067 -2.75913
H 1.75795 -7.44496 -1.94624
H -2.96376 1.89596 -1.64922
H 5.33957 2.37577 3.66573
C 4.37632 -0.71679 2.72300
C 1.59060 -4.17379 -1.34384
C 5.76742 -0.82778 4.59376
C -1.98505 2.56568 3.28660
H -3.36049 -3.32483 0.67484
H 6.05893 -1.46000 5.37711
C -1.30997 0.63160 -6.20495
C 1.35209 2.67076 -1.55453
C 3.69897 1.08407 1.50436
C 0.18155 2.68003 2.19016
C 3.19526 6.28818 -0.70838
N 3.11068 -0.00108 0.92273
C 0.02593 -1.24332 -2.76454
C 4.96633 -1.52042 3.69144
C 5.22366 1.30477 3.63839
N 0.23825 -2.51508 -2.46700
C -1.62404 -0.71612 -6.13011
H -0.55312 2.39536 -5.19813
H 4.01183 -5.24497 0.96528
H -2.39358 -0.83372 -1.25369
H -2.23162 -1.54327 1.58051
C 1.05037 -2.88425 -1.44470
C 2.88140 2.60028 -0.00542
C -1.54665 -4.65185 0.54672
C 1.96076 -6.46568 -1.55746
C 3.29545 -5.28595 0.10396
H -1.65233 1.07883 -7.14741
C -5.04886 0.23584 -0.52152
H -1.07615 4.88410 6.75588
H 4.44386 4.96278 0.49618
C -1.26591 -1.46564 -4.97522
C -3.81230 1.85234 -2.27578
C 3.58200 5.07122 -0.18800
H -7.15448 1.00520 -1.99089
H -6.04924 -0.10112 -0.29962
H 1.17216 -3.61526 2.26097
O -2.21676 4.20018 5.20004
N -3.29714 -2.57757 -2.03298
H 2.10289 7.21955 -2.24429
C -0.62179 -0.74842 -3.95358
*
```

Values from the calculation:
**Highest occupied orbital energy (alpha / beta)**: -6.5 / -6.5 eV
**LUMO energy (alpha / beta)**: -1.73 / -1.73 eV
**Energy relative to the best compared isomer or geometry (same formula, charge and spin)**: 0.0 kcal per mole

Here are the Löwdin charges for atoms 1 to 4, given in e: C -0.3709; C -0.1177; H 0.1168; O 0.0365

=====

# 2
Here is C49H39N7O2P2STi as an isolated structure in a non-equilibrium geometry from the OMol25 dataset. Energies are from wB97M-V/def2-TZVPD.

```
! wB97M-V def2-TZVPD RIJCOSX def2/J DEFGRID3
* xyz 0 1
C 0.41225 -2.24588 0.90853
P -3.70845 -0.42166 0.89057
C 2.09657 6.57619 -0.16188
C 4.09699 1.60885 -2.41697
C -1.11995 2.40448 1.07575
H -0.59816 -4.22740 -3.69672
H 0.88101 4.06281 3.86690
Ti 1.64245 1.81728 -0.61733
H 5.83833 2.15735 -1.29492
C 3.60341 0.89360 -3.50696
H 5.09784 -3.05774 -0.76212
N 2.72625 1.76464 1.14361
C 0.88581 2.88440 2.09839
H -4.15732 -5.16665 -0.64732
C 3.85489 1.00284 1.15678
H -2.44709 -3.09264 -4.88859
C 0.26770 3.60049 3.10579
C -4.48796 -1.86621 0.07831
C 1.02544 -4.48875 1.55970
H -7.24761 -2.44424 -1.81774
C -3.95626 -3.15332 0.06192
C 3.10788 5.74619 -0.50937
C -0.64690 -2.88907 -2.02434
H 0.16136 -3.40218 -1.51451
H 5.47028 -1.13497 0.80966
C 1.38312 -1.75073 1.77844
H -4.32984 -2.65855 2.76037
C -1.07546 -3.35837 -3.25981
C -5.77615 -3.92377 -1.30918
C -6.32445 -2.64818 -1.28888
H 2.60636 -4.65932 3.00409
H 2.55033 0.95843 -3.74560
H -2.69528 -0.20556 -1.75182
N 0.20686 2.29805 1.10562
P -0.64308 -0.99965 0.09350
C -2.10886 -2.72158 -3.92916
C 2.38990 2.69829 2.08675
H -3.48419 -1.07121 -3.89837
H 0.88509 -5.55969 1.46714
C 0.23357 -3.62630 0.81614
H 7.36939 0.79100 -2.68123
H 2.91056 -2.20674 3.21165
C -1.24925 -1.77647 -1.44077
C 0.59084 2.77987 -3.43086
H 4.14075 6.06085 -0.56629
H -6.26963 -4.71833 -1.85589
C 5.46139 1.57668 -2.12717
H -6.10174 -0.62759 -0.61346
C 4.62088 -1.17470 0.14290
C -2.25598 -1.11510 -2.14862
O 3.08708 3.30295 2.86081
C -5.38049 0.63247 4.47911
H 2.29020 7.61065 0.08961
H -3.02556 -3.37023 0.57353
H 3.08061 -3.01396 -2.24530
H -1.63741 4.25616 3.84961
N 1.55312 3.88903 -0.66263
N 3.20330 2.36872 -1.61751
C -4.45867 -0.52240 2.56371
H 6.49459 -0.48391 -4.61438
C -1.81805 3.09494 2.05083
H 4.07440 -0.39339 -5.15039
H -1.62587 1.94090 0.23883
C -5.13535 -1.75704 4.52763
C 3.28669 -2.21369 -1.54765
C 2.43279 -1.12990 -1.48732
H -5.69021 1.55594 4.95373
C 3.71864 -0.13043 0.15254
C -4.59184 -4.17396 -0.63183
S -0.01729 1.55072 -2.43176
H 1.56324 -1.05214 -2.12536
C -2.69408 -1.59169 -3.37175
H -2.89328 3.16334 1.97588
H -1.68539 -0.40245 2.13140
H 1.52200 -0.67875 1.87047
C -5.51506 -0.57368 5.14894
C 2.16583 -2.61149 2.53629
N 2.64077 -0.11846 -0.64338
C -2.03176 -1.06396 1.33055
O 4.80568 1.03454 1.90065
H -0.52610 -4.03446 0.15658
N 3.73759 3.60049 -1.34825
C 0.76064 6.08505 -0.14862
H -5.92379 -0.59453 6.15194
C 2.80914 4.39293 -0.86112
C 1.99292 -3.98330 2.42057
C -5.68047 -1.62829 -0.60520
H -5.25211 -2.70241 5.04409
H -2.09363 -2.05657 1.77907
H -4.77728 1.59539 2.66150
C 4.46575 0.14257 -4.29286
C 0.54659 4.76809 -0.39062
C 4.40105 -2.22900 -0.72649
H -0.44944 4.34749 -0.38530
H -0.07434 6.73961 0.06059
C -4.85925 0.65473 3.19108
C -4.61269 -1.73074 3.24432
C 6.31056 0.81617 -2.91370
C -1.11414 3.70221 3.07976
N 0.96675 3.60957 -4.14275
C 5.81976 0.09646 -3.99607
*
```

Values from the calculation:
**Highest occupied orbital energy (alpha / beta)**: -6.7 / -6.7 eV
**LUMO energy (alpha / beta)**: -0.64 / -0.65 eV
**Energy relative to the best compared isomer or geometry (same formula, charge and spin)**: 21.9 kcal per mole

Here are the Löwdin charges for atoms 1 to 4, given in e: C -0.3815; P 1.0103; C -0.0705; C -0.2665

=====

| no. | DFT total energy (eV) |
| --- | --- |
| 1 | -96507.44276 |
| 2 | -118503.22001 |